ORCA calculation (the ωB97M-V functional and the def2-TZVPD basis) on a 2-piece molecular cluster, Cl2H3PSi overall at a distorted geometry.

Output
Highest occupied orbital energy, Eh: -0.361
Energy above the lowest of the compared OMol25 structures with the same formula, charge and spin, kJ/mol: 175.4
Orbital gap, eV: 8.9

Bonds (Å) are listed after each position.
CARTESIAN COORDINATES (ANGSTROEM)
1 Cl 2.67 -1.02 0.48  Si4 2.039
2 Cl 3.00 1.48 -1.46  Si4 2.088
3 P -2.31 0.39 0.24  H5 1.344, H6 1.547, H7 1.408
4 Si 2.72 -0.59 -1.51  Cl1 2.039, Cl2 2.088
5 H -2.21 0.87 1.49  P3 1.344
6 H -2.85 -0.98 0.72  P3 1.547
7 H -1.02 -0.15 0.05  P3 1.408

And the Löwdin charges, in e, turn out to be: 0.073 0.035 0.591 -0.119 -0.244 -0.116 -0.221